Entry A
The ion C3H6NO2 with charge +1. Source: the Open Molecules 2025 dataset; level of theory: wB97M-V/def2-TZVPD.

Each atom is followed by the atoms it is bonded to, with distances in Å.
Cartesian coordinates (Å):
1 C 1.567 0.065 -0.058  N2 1.461, H7 1.138, H8 1.154, H9 1.018
2 N 0.109 0.137 -0.027  C1 1.461, C3 1.377, O6 1.370
3 C -0.855 1.120 0.023  N2 1.377, O4 1.276, H10 1.092
4 O -2.028 0.617 0.034  C3 1.276, C5 1.432
5 C -1.936 -0.812 0.051  O4 1.432, O6 1.397, H11 1.117, H12 1.162
6 O -0.563 -1.057 -0.024  N2 1.370, C5 1.397
7 H 1.900 -0.851 0.531  C1 1.138
8 H 2.139 0.997 0.311  C1 1.154
9 H 1.617 -0.161 -1.049  C1 1.018
10 H -0.512 2.152 -0.073  C3 1.092
11 H -2.358 -1.117 1.040  C5 1.117
12 H -2.623 -1.143 -0.825  C5 1.162

Values from the calculation:
Gap between HOMO and LUMO   10.242 eV
Net charge   +1
Structure (SMILES)   C[N+]1=COCO1

---

Entry B
A cluster of 2 separate species, C3H6NO2 in total. Source: the Open Molecules 2025 dataset; level of theory: wB97M-V/def2-TZVPD.

Each atom is followed by the atoms it is bonded to, with distances in Å.
Cartesian coordinates (Å):
1 C -3.751 0.306 0.055  C2 1.216, H7 1.013
2 C -2.557 0.243 -0.167  C1 1.216, C3 1.460
3 C -1.107 0.132 -0.045  C2 1.460, N4 1.317, O5 1.279
4 N -0.565 -1.023 0.281  C3 1.317, H8 1.002, H10 1.086
5 O -0.482 1.235 -0.217  C3 1.279, H11 1.068
6 O 2.386 0.467 0.030  H9 0.958, H12 0.959
7 H -4.749 0.364 -0.109  C1 1.013
8 H -1.231 -1.750 0.464  N4 1.002
9 H 3.037 0.451 0.732  O6 0.958
10 H 0.470 -1.302 0.456  N4 1.086
11 H 0.585 1.254 -0.173  O5 1.068
12 H 2.579 -0.351 -0.432  O6 0.959

Values from the calculation:
Gap between HOMO and LUMO   10.923 eV
Net charge   +1

---

Taking the most stable structure as the zero point, the relative energies in kcal/mol are entry A 33.9; entry B 0.0.

---

Entry A
The ion C4H11N2S with charge -1. Source: the Open Molecules 2025 dataset; level of theory: wB97M-V/def2-TZVPD.

Each atom is followed by the atoms it is bonded to, with distances in Å.
Cartesian coordinates (Å):
1 C -1.871 -0.198 2.504  N2 1.509, H8 1.104, H9 1.090, H10 1.102
2 N -1.084 -1.275 1.798  C1 1.509, C3 1.449, H11 1.010
3 C -0.967 -1.054 0.371  N2 1.449, C4 1.522, H12 1.109, H13 1.106
4 C 0.395 -0.584 -0.122  C3 1.522, N5 1.508, C6 1.581, H14 1.114
5 N 1.032 0.297 0.923  C4 1.508, H15 1.022, H16 1.044
6 C 0.446 -0.160 -1.644  C4 1.581, S7 1.811, H17 1.075, H18 1.092
7 S 1.106 1.488 -2.003  C6 1.811
8 H -2.132 0.658 1.857  C1 1.104
9 H -1.340 0.012 3.433  C1 1.090
10 H -2.847 -0.666 2.708  C1 1.102
11 H -0.198 -1.198 2.277  N2 1.010
12 H -1.122 -2.041 -0.110  C3 1.109
13 H -1.886 -0.548 0.021  C3 1.106
14 H 1.048 -1.485 -0.079  C4 1.114
15 H 1.889 0.616 0.467  N5 1.022
16 H 0.448 1.156 0.817  N5 1.044
17 H 1.065 -0.865 -2.170  C6 1.075
18 H -0.620 -0.200 -1.879  C6 1.092

Values from the calculation:
Gap between HOMO and LUMO   6.370 eV
Net charge   -1
Structure (SMILES)   CNC[C@H](N)C[S-]

---

Entry B
A cluster of 2 separate species, C4H11N2S in total. Source: the Open Molecules 2025 dataset; level of theory: wB97M-V/def2-TZVPD.

Each atom is followed by the atoms it is bonded to, with distances in Å.
Cartesian coordinates (Å):
1 C -3.059 -1.221 -0.192  C2 1.526, H4 1.091, H5 1.095, H6 1.098
2 C -1.630 -0.924 0.253  C1 1.526, S3 1.827, H7 1.094, H8 1.091
3 S -1.598 0.248 1.654  C2 1.827
4 H -3.551 -0.279 -0.439  C1 1.091
5 H -3.618 -1.620 0.659  C1 1.095
6 H -3.173 -1.942 -1.012  C1 1.098
7 H -1.064 -0.515 -0.590  C2 1.094
8 H -1.126 -1.842 0.559  C2 1.091
9 C 2.091 0.822 -0.736  C10 1.319, N12 1.418, H13 1.088
10 C 1.732 0.691 0.527  C9 1.319, N11 1.440, H14 1.099
11 N 2.704 0.762 1.587  C10 1.440, H15 1.014, H16 1.013
12 N 1.166 0.874 -1.810  C9 1.418, H17 1.006, H18 1.008
13 H 3.119 0.934 -1.074  C9 1.088
14 H 0.675 0.565 0.799  C10 1.099
15 H 3.029 -0.170 1.815  N11 1.014
16 H 2.237 1.088 2.425  N11 1.013
17 H 1.634 0.969 -2.696  N12 1.006
18 H 0.431 1.559 -1.728  N12 1.008

Values from the calculation:
Gap between HOMO and LUMO   6.127 eV
Net charge   -1

---

Entry C
The ion C4H11N2S with charge -1. Source: the Open Molecules 2025 dataset; level of theory: wB97M-V/def2-TZVPD.

Each atom is followed by the atoms it is bonded to, with distances in Å.
Cartesian coordinates (Å):
1 C 0.526 0.376 -1.808  C2 1.528, H8 1.092, H9 1.085, H10 1.093
2 C 0.280 0.734 -0.343  C1 1.528, C3 1.543, N5 1.508, H11 1.092
3 C 0.640 -0.386 0.656  C2 1.543, S4 1.836, H12 1.096, H13 1.091
4 S 2.348 -1.026 0.452  C3 1.836
5 N -1.108 1.307 -0.211  C2 1.508, C6 1.451, H14 1.019
6 C -2.280 0.460 -0.085  N5 1.451, N7 1.467, H15 1.099, H16 1.092
7 N -2.411 -0.322 1.149  C6 1.467, H17 1.000, H18 1.014
8 H -0.433 0.295 -2.324  C1 1.092
9 H 1.239 1.061 -2.256  C1 1.085
10 H 0.970 -0.622 -1.831  C1 1.093
11 H 0.889 1.573 0.003  C2 1.092
12 H 0.555 0.029 1.667  C3 1.096
13 H -0.031 -1.239 0.539  C3 1.091
14 H -1.107 1.891 0.624  N5 1.019
15 H -2.312 -0.173 -0.983  C6 1.099
16 H -3.155 1.108 -0.172  C6 1.092
17 H -1.557 -0.551 1.616  N7 1.000
18 H -2.821 -1.220 0.914  N7 1.014

Values from the calculation:
Gap between HOMO and LUMO   6.317 eV
Net charge   -1
Structure (SMILES)   C[C@H](C[S-])NCN

---

Taking the most stable structure as the zero point, the relative energies in kcal/mol are entry A 10.5; entry B 7.9; entry C 0.0.

---

Entry A
The ion C4H11N2S with charge -1. Source: the Open Molecules 2025 dataset; level of theory: wB97M-V/def2-TZVPD.

Each atom is followed by the atoms it is bonded to, with distances in Å.
Cartesian coordinates (Å):
1 C 2.950 -1.100 -0.223  N2 1.457, H8 1.098, H9 1.090, H10 1.082
2 N 1.664 -1.753 -0.434  C1 1.457, C3 1.444, H11 1.006
3 C 0.563 -1.340 0.403  N2 1.444, C4 1.547, H12 1.080, H13 1.086
4 C 0.030 0.088 0.133  C3 1.547, N5 1.492, C6 1.528, H14 1.092
5 N 0.008 0.314 -1.342  C4 1.492, H15 1.016, H16 1.023
6 C -1.396 0.240 0.662  C4 1.528, S7 1.797, H17 1.106, H18 1.102
7 S -2.089 1.891 0.514  C6 1.797
8 H 2.996 -0.094 -0.661  C1 1.098
9 H 3.093 -0.970 0.849  C1 1.090
10 H 3.715 -1.775 -0.584  C1 1.082
11 H 1.433 -1.697 -1.411  N2 1.006
12 H 0.823 -1.403 1.449  C3 1.080
13 H -0.259 -2.012 0.171  C3 1.086
14 H 0.700 0.848 0.541  C4 1.092
15 H 0.773 0.945 -1.563  N5 1.016
16 H -0.797 0.931 -1.467  N5 1.023
17 H -1.380 -0.133 1.704  C6 1.106
18 H -1.963 -0.511 0.087  C6 1.102

Values from the calculation:
Gap between HOMO and LUMO   6.187 eV
Net charge   -1
Structure (SMILES)   CNC[C@@H](N)C[S-]

---

Entry B
The ion C4H11N2S with charge -1. Source: the Open Molecules 2025 dataset; level of theory: wB97M-V/def2-TZVPD.

Each atom is followed by the atoms it is bonded to, with distances in Å.
Cartesian coordinates (Å):
1 N 1.172 -1.724 1.301  C2 1.515, H8 0.960, H9 1.005
2 C -0.039 -0.968 1.806  N1 1.515, N3 1.480, H10 1.083, H11 1.154
3 N -0.978 -0.526 0.750  C2 1.480, C4 1.564, H12 0.976
4 C -0.507 -0.596 -0.740  N3 1.564, C5 1.580, H13 1.060, H14 1.172
5 C 0.397 0.649 -1.097  C4 1.580, C6 1.539, H15 1.107, H16 1.064
6 C -0.577 1.760 -1.527  C5 1.539, S7 1.835, H17 1.073, H18 1.147
7 S 0.199 3.398 -1.810  C6 1.835
8 H 1.842 -1.087 1.041  N1 0.960
9 H 1.568 -2.102 2.144  N1 1.005
10 H 0.449 -0.209 2.405  C2 1.083
11 H -0.788 -1.475 2.523  C2 1.154
12 H -1.102 0.430 0.898  N3 0.976
13 H -1.473 -0.620 -1.177  C4 1.060
14 H 0.095 -1.589 -0.896  C4 1.172
15 H 1.020 0.908 -0.220  C5 1.107
16 H 0.980 0.343 -1.933  C5 1.064
17 H -1.402 1.900 -0.856  C6 1.073
18 H -0.856 1.510 -2.612  C6 1.147

Values from the calculation:
Gap between HOMO and LUMO   5.640 eV
Net charge   -1
Structure (SMILES)   NCNCCC[S-]

---

Taking the most stable structure as the zero point, the relative energies in kcal/mol are entry A 0.0; entry B 37.6.

---

Entry A
An isolated molecule of C7H12N2O5S. Source: the Open Molecules 2025 dataset; level of theory: wB97M-V/def2-TZVPD.

Each atom is followed by the atoms it is bonded to, with distances in Å.
Cartesian coordinates (Å):
1 N 2.678 1.944 -1.011  C2 1.442, H16 1.025, H17 0.973
2 C 1.673 0.913 -0.931  N1 1.442, C3 1.531, C7 1.544, H18 1.032
3 C 2.430 -0.418 -0.937  C2 1.531, C4 1.545, H19 1.113, H20 1.097
4 C 1.765 -1.451 -1.875  C3 1.545, O5 1.215, O6 1.343
5 O 1.823 -1.487 -3.087  C4 1.215
6 O 0.949 -2.278 -1.200  C4 1.343, H21 0.978
7 C 0.638 1.156 0.188  C2 1.544, O8 1.226, N9 1.338
8 O 0.658 2.220 0.797  C7 1.226
9 N -0.228 0.194 0.530  C7 1.338, C10 1.443, H22 1.048
10 C -1.389 0.356 1.371  N9 1.443, C11 1.526, C13 1.548, H23 1.123
11 C -2.660 0.569 0.554  C10 1.526, S12 1.894, H24 1.091, H25 1.082
12 S -2.928 -0.943 -0.554  C11 1.894, H26 1.295
13 C -1.390 -0.644 2.553  C10 1.548, O14 1.204, O15 1.349
14 O -0.518 -0.579 3.380  C13 1.204
15 O -2.339 -1.600 2.603  C13 1.349, H27 1.008
16 H 3.304 1.856 -0.204  N1 1.025
17 H 2.208 2.786 -0.877  N1 0.973
18 H 1.067 1.034 -1.757  C2 1.032
19 H 2.639 -0.857 0.065  C3 1.113
20 H 3.405 -0.331 -1.431  C3 1.097
21 H 0.585 -2.928 -1.834  O6 0.978
22 H -0.079 -0.686 -0.021  N9 1.048
23 H -1.202 1.326 1.904  C10 1.123
24 H -3.540 0.704 1.186  C11 1.091
25 H -2.581 1.424 -0.104  C11 1.082
26 H -4.034 -0.556 -1.104  S12 1.295
27 H -2.935 -1.724 1.799  O15 1.008

Values from the calculation:
Gap between HOMO and LUMO   10.025 eV
Net charge   0
Structure (SMILES)   N[C@@H](CC(=O)O)C(=O)N[C@@H](CS)C(=O)O

---

Entry B
An isolated molecule of C7H12N2O5S. Source: the Open Molecules 2025 dataset; level of theory: wB97M-V/def2-TZVPD.

Each atom is followed by the atoms it is bonded to, with distances in Å.
Cartesian coordinates (Å):
1 N -2.152 -1.391 -0.932  C2 1.471, H16 0.966, H17 1.071
2 C -2.411 -0.083 -0.310  N1 1.471, C3 1.454, C5 1.561, H18 1.176
3 C -3.453 -0.065 0.704  C2 1.454, S4 1.825, H19 1.201, H20 1.156
4 S -5.085 -0.516 0.021  C3 1.825, H21 1.517
5 C -1.085 0.602 0.148  C2 1.561, O6 1.197, N7 1.361
6 O -0.996 1.390 1.044  C5 1.197
7 N 0.046 0.092 -0.413  C5 1.361, C8 1.410, H22 1.056
8 C 1.337 0.240 0.134  N7 1.410, C9 1.559, C13 1.526, H23 1.067
9 C 2.201 -0.940 -0.406  C8 1.559, C10 1.558, H24 1.055, H25 1.119
10 C 3.526 -1.496 0.195  C9 1.558, O11 1.174, O12 1.394
11 O 3.561 -2.493 0.813  C10 1.174
12 O 4.676 -0.725 0.032  C10 1.394, H26 1.148
13 C 1.971 1.607 -0.110  C8 1.526, O14 1.267, O15 1.341
14 O 3.124 1.577 -0.635  C13 1.267
15 O 1.354 2.795 -0.034  C13 1.341, H27 1.125
16 H -2.983 -1.639 -1.356  N1 0.966
17 H -1.841 -2.168 -0.263  N1 1.071
18 H -2.856 0.529 -1.210  C2 1.176
19 H -3.269 -0.686 1.715  C3 1.201
20 H -3.445 1.004 1.142  C3 1.156
21 H -5.066 0.607 -0.998  S4 1.517
22 H -0.133 -0.436 -1.310  N7 1.056
23 H 1.119 0.072 1.165  C8 1.067
24 H 2.295 -0.831 -1.451  C9 1.055
25 H 1.419 -1.741 -0.387  C9 1.119
26 H 4.283 0.337 -0.157  O12 1.148
27 H 0.281 2.772 0.303  O15 1.125

Values from the calculation:
Gap between HOMO and LUMO   9.954 eV
Net charge   0
Structure (SMILES)   N[C@@H](CS)C(=O)N[C@@H](CC(=O)O)C(=O)O

---

Taking the most stable structure as the zero point, the relative energies in kcal/mol are entry A 0.0; entry B 41.6.